No. 1
DFT (ωB97M-V with the def2-TZVPD basis set) results for a cluster of 11 separate species, C44H117N7O17 in total.

```
185
Properties=species:S:1:pos:R:3:lowdin_charge:R:1
C -1.414 -0.163 -3.417 -0.1376
O -0.818 0.634 -4.444 -0.1136
H -0.980 -1.162 -3.368 0.0566
H -1.189 0.284 -2.448 0.0642
H -2.477 -0.223 -3.650 0.0771
H -1.112 0.307 -5.297 0.0730
C 3.443 -3.104 -0.186 -0.1774
O 3.726 -4.301 0.446 -0.1045
H 2.426 -2.747 -0.025 0.0537
H 4.082 -2.339 0.256 0.0666
H 3.512 -3.248 -1.265 0.0867
H 3.671 -4.169 1.395 0.0771
C -0.659 -3.793 1.828 -0.0972
O -1.759 -3.296 0.995 -0.1631
H -0.377 -4.825 1.620 0.0776
H 0.255 -3.206 1.735 0.0771
H -0.920 -3.796 2.886 0.0692
H -2.536 -3.818 1.208 0.0799
C 0.182 -0.254 -0.056 -0.1326
O -1.115 -0.516 0.414 -0.1415
H 0.952 -0.469 0.685 0.0633
H 0.209 -0.723 -1.040 0.0703
H 0.200 0.810 -0.289 0.0567
H -1.291 -1.449 0.556 0.0241
C 6.446 -3.024 -3.362 -0.1151
O 5.868 -1.965 -2.627 -0.1967
C 6.810 -0.930 -2.488 -0.2258
C 6.058 0.289 -1.888 -0.1937
N 5.910 0.047 -0.450 -0.0294
C 5.322 1.255 0.260 -0.1827
C 4.709 0.844 1.564 -0.1806
O 3.582 -0.082 1.274 -0.2139
C 2.909 -0.496 2.469 -0.1053
H 6.948 -2.663 -4.260 0.0812
H 5.699 -3.774 -3.622 0.0843
H 7.222 -3.494 -2.758 0.0874
H 7.231 -0.644 -3.452 0.1147
H 7.590 -1.216 -1.783 0.1238
H 5.147 0.560 -2.421 0.0980
H 6.685 1.180 -1.925 0.1176
H 5.297 -0.743 -0.314 0.0674
H 4.630 1.826 -0.358 0.0902
H 6.110 1.968 0.504 0.1098
H 4.372 1.724 2.113 0.0811
H 5.513 0.369 2.126 0.1245
H 3.608 -0.669 3.288 0.0922
H 2.341 -1.410 2.297 0.0583
H 2.127 0.227 2.703 0.0787
C -2.037 -9.138 -7.228 -0.0927
O -1.521 -8.920 -5.949 -0.2049
C -2.247 -9.541 -4.929 -0.1971
C -1.753 -9.106 -3.537 -0.0971
N -2.026 -7.707 -3.157 0.2228
C -1.408 -6.756 -4.124 -0.0673
C -1.325 -5.330 -3.514 -0.1856
O -0.298 -5.251 -2.546 -0.1569
C -0.438 -4.208 -1.670 -0.1069
H -1.859 -10.179 -7.498 0.0999
H -1.475 -8.501 -7.911 0.1010
H -3.080 -8.894 -7.430 0.0979
H -2.224 -10.628 -5.003 0.1408
H -3.287 -9.237 -5.043 0.1336
H -0.690 -9.297 -3.392 0.1620
H -2.116 -9.747 -2.733 0.1416
H -1.694 -7.601 -2.209 0.1659
H -1.917 -6.825 -5.085 0.1434
H -0.381 -7.119 -4.161 0.1609
H -2.335 -5.190 -3.129 0.1113
H -1.167 -4.583 -4.293 0.1407
H -0.255 -3.258 -2.172 0.0928
H 0.269 -4.284 -0.845 0.0908
H -1.427 -4.222 -1.212 0.0782
C -6.039 -1.223 -5.610 -0.0812
O -5.228 -1.297 -4.420 -0.2020
C -5.007 -2.645 -4.023 -0.2196
C -4.272 -2.718 -2.652 -0.2160
N -5.045 -1.946 -1.675 -0.0506
C -4.236 -1.577 -0.510 -0.1816
C -4.952 -0.595 0.474 -0.2028
O -5.177 0.516 -0.332 -0.2035
C -5.936 1.561 0.270 -0.0865
H -6.102 -0.173 -5.893 0.0902
H -7.009 -1.672 -5.392 0.0904
H -5.593 -1.679 -6.494 0.0809
H -4.405 -3.138 -4.786 0.1104
H -5.939 -3.181 -3.847 0.1197
H -3.255 -2.337 -2.745 0.0861
H -4.202 -3.750 -2.307 0.0992
H -5.352 -1.135 -2.193 0.0934
H -3.223 -1.314 -0.814 0.0957
H -4.169 -2.554 -0.031 0.0990
H -4.304 -0.450 1.339 0.1049
H -5.868 -1.011 0.892 0.1237
H -5.342 1.994 1.075 0.0792
H -6.919 1.260 0.632 0.0896
H -6.081 2.423 -0.381 0.0894
C 2.482 2.273 -2.209 -0.0646
O 3.013 3.344 -1.398 -0.2338
C 3.938 4.178 -2.135 -0.1895
C 4.573 5.206 -1.225 -0.1954
N 5.337 4.581 -0.153 -0.0445
C 5.840 5.594 0.734 -0.2103
C 6.521 4.966 1.962 -0.1691
O 5.508 4.224 2.684 -0.2153
C 6.001 3.440 3.725 -0.1385
H 1.943 1.519 -1.636 0.0824
H 3.311 1.811 -2.745 0.0688
H 1.802 2.575 -3.005 0.0702
H 3.396 4.666 -2.945 0.1066
H 4.699 3.558 -2.609 0.1172
H 3.716 5.737 -0.812 0.0938
H 5.219 5.829 -1.843 0.1345
H 4.689 3.984 0.340 0.0613
H 5.014 6.227 1.059 0.1160
H 6.563 6.213 0.203 0.1227
H 6.974 5.679 2.651 0.1213
H 7.286 4.284 1.593 0.1172
H 5.190 2.973 4.286 0.0886
H 6.566 3.964 4.496 0.0833
H 6.707 2.694 3.361 0.0846
C -5.439 2.583 8.984 -0.0948
O -4.912 1.400 8.339 -0.1818
C -5.136 0.268 9.135 -0.2552
C -3.992 -0.715 8.988 -0.2158
N -4.017 -1.321 7.660 -0.0480
C -2.897 -2.246 7.340 -0.1997
C -2.938 -2.682 5.868 -0.2195
O -2.639 -1.499 5.148 -0.1865
C -2.900 -1.548 3.770 -0.1036
H -5.303 3.511 8.430 0.0825
H -4.816 2.745 9.864 0.0821
H -6.476 2.557 9.319 0.0857
H -6.037 -0.223 8.765 0.1229
H -5.295 0.521 10.183 0.1165
H -4.134 -1.536 9.691 0.1173
H -3.052 -0.265 9.309 0.1176
H -4.016 -0.636 6.918 0.0985
H -2.857 -3.121 7.988 0.1107
H -1.926 -1.844 7.631 0.1116
H -3.840 -3.233 5.604 0.1229
H -2.156 -3.428 5.730 0.1102
H -2.642 -2.497 3.300 0.0544
H -2.368 -0.752 3.248 0.0878
H -3.980 -1.446 3.665 0.0900
C -2.294 2.174 0.111 -0.0715
O -1.407 2.799 -0.856 -0.2354
C -2.086 3.301 -2.012 -0.1962
C -1.143 3.830 -3.076 -0.2122
N -0.606 5.137 -2.746 -0.0525
C 0.353 5.637 -3.759 -0.1710
C 0.940 6.967 -3.220 -0.2154
O 1.819 6.693 -2.139 -0.2117
C 2.240 7.909 -1.554 -0.1016
H -3.055 2.842 0.515 0.0876
H -1.717 1.919 1.000 0.0724
H -2.789 1.308 -0.329 0.0711
H -2.694 4.146 -1.689 0.1230
H -2.806 2.599 -2.433 0.1161
H -1.667 3.850 -4.032 0.1237
H -0.274 3.177 -3.152 0.0919
H -0.032 5.017 -1.924 0.0861
H -0.212 5.723 -4.687 0.1197
H 1.222 4.985 -3.838 0.0989
H 0.183 7.647 -2.831 0.1189
H 1.441 7.470 -4.047 0.1164
H 2.656 8.590 -2.297 0.0920
H 3.066 7.681 -0.880 0.0695
H 1.431 8.339 -0.963 0.0960
C 2.568 3.598 2.004 -0.0548
C 1.100 3.211 1.711 -0.3647
C 0.087 3.527 2.901 -0.1217
O 0.360 2.645 4.028 -0.1940
C -0.767 2.399 4.795 -0.1493
N 0.771 3.982 0.494 0.0618
H 3.127 3.110 1.205 0.0477
H 2.915 3.191 2.953 0.0699
H 2.699 4.677 2.087 0.0924
H 1.060 2.177 1.370 0.1084
H -0.939 3.307 2.607 0.0922
H 0.151 4.562 3.239 0.1256
H -0.667 1.801 5.701 0.0870
H -1.438 1.807 4.171 0.0704
H -1.365 3.254 5.110 0.0866
H 1.528 3.878 -0.167 0.0349
H -0.082 3.575 0.139 0.0233
```

Summary:
Highest occupied orbital energy (spin up / spin down): -9.372 / -9.372 eV
HOMO-LUMO gap (spin up / spin down): 6.54 / 1.51 eV
E_LUMO (spin up / spin down): -2.834 / -7.860 eV
2S+1: 2
Largest force on an atom: 0.07693 Eh/bohr
Net charge: +1



No. 2
DFT (ωB97M-V with the def2-TZVPD basis set) results for a cluster of 11 separate species, C44H118N8O14 in total.

```
184
Properties=species:S:1:pos:R:3:lowdin_charge:R:1
C 1.572 -0.308 5.853 -0.0207
C 0.725 -1.597 6.340 -0.3997
C 0.450 -1.634 7.833 -0.1863
O 1.784 -1.808 8.396 -0.2244
C 1.719 -2.089 9.806 -0.1042
N -0.571 -1.451 5.742 0.0265
H 1.824 -0.380 4.795 0.0455
H 2.581 -0.344 6.264 0.0615
H 1.102 0.638 6.125 0.0663
H 1.235 -2.505 6.020 0.1082
H -0.273 -2.361 8.203 0.1271
H 0.145 -0.678 8.260 0.1271
H 1.753 -3.176 9.881 0.0708
H 0.911 -1.713 10.435 0.0924
H 2.716 -1.994 10.236 0.0853
H -0.925 -0.564 6.070 0.0645
H -1.183 -2.103 6.213 0.0682
C -1.740 -0.270 0.424 -0.0363
C -0.544 0.702 0.323 -0.3655
C 0.667 0.279 1.245 -0.1579
O 1.089 -1.051 0.989 -0.1830
C 1.854 -1.541 2.048 -0.1060
N -0.187 0.867 -1.104 0.0595
H -2.001 -0.702 1.390 0.0889
H -1.464 -1.153 -0.152 0.0465
H -2.648 0.159 -0.001 0.0661
H -0.974 1.670 0.578 0.1005
H 0.211 0.332 2.233 0.1106
H 1.533 0.921 1.086 0.1102
H 1.350 -1.398 3.004 0.0685
H 2.797 -0.996 2.087 0.0733
H 2.154 -2.587 1.978 0.0857
H 0.467 1.590 -1.367 0.0588
H 0.191 -0.036 -1.354 0.0525
C 2.908 -4.861 7.466 -0.0445
C 3.926 -4.879 6.298 -0.4056
C 3.307 -4.592 4.927 -0.1858
O 2.081 -5.311 4.976 -0.2036
C 1.071 -4.917 4.070 -0.0953
N 5.021 -4.020 6.692 0.0367
H 3.452 -4.720 8.400 0.0713
H 2.302 -5.767 7.446 0.0788
H 2.206 -4.028 7.468 0.0529
H 4.322 -5.885 6.161 0.1346
H 3.965 -4.982 4.151 0.1234
H 3.159 -3.541 4.679 0.1022
H 0.608 -3.989 4.404 0.0736
H 0.385 -5.755 4.198 0.0916
H 1.287 -4.960 3.002 0.0771
H 5.153 -4.159 7.684 0.0606
H 4.780 -3.042 6.619 0.0547
C 1.319 3.927 0.257 -0.0713
C 2.562 4.480 0.847 -0.4338
C 3.054 3.675 2.060 -0.2117
O 4.111 4.398 2.635 -0.1837
C 4.288 4.174 4.038 -0.0789
N 3.551 4.428 -0.225 0.0538
H 0.938 4.710 -0.399 0.0895
H 0.650 3.621 1.061 0.0733
H 1.708 3.043 -0.248 0.0540
H 2.305 5.515 1.071 0.1462
H 3.297 2.648 1.786 0.1085
H 2.239 3.588 2.779 0.0934
H 4.935 5.008 4.310 0.0927
H 4.668 3.201 4.348 0.0785
H 3.318 4.361 4.500 0.0813
H 4.386 4.964 -0.036 0.0724
H 3.920 3.491 -0.300 0.0478
C -2.364 -3.416 -3.488 -0.0625
C -1.625 -2.612 -2.433 -0.4589
C -0.235 -3.112 -2.077 -0.1913
O -0.200 -4.536 -2.063 -0.1680
C 0.869 -5.086 -1.272 -0.0860
N -1.538 -1.307 -2.952 0.0745
H -2.631 -4.400 -3.103 0.0779
H -1.782 -3.798 -4.326 0.0761
H -3.213 -2.873 -3.904 0.0683
H -2.244 -2.779 -1.552 0.1400
H 0.171 -2.647 -1.180 0.1127
H 0.428 -2.734 -2.856 0.1206
H 0.987 -6.154 -1.451 0.0865
H 0.791 -4.927 -0.197 0.0793
H 1.841 -4.705 -1.589 0.0788
H -1.182 -0.682 -2.243 0.0214
H -0.782 -1.286 -3.621 0.0453
C 0.786 1.257 -4.772 -0.0680
C 1.033 -0.024 -5.517 -0.3162
O -0.166 -0.727 -5.485 -0.1144
H 0.230 1.125 -3.844 0.0432
H 0.211 1.925 -5.413 0.0827
H 1.661 1.822 -4.449 0.0796
H 1.698 -0.773 -5.087 0.0984
H 1.330 0.096 -6.559 0.1197
H 0.038 -1.595 -5.840 0.0997
C 3.492 0.008 -3.216 -0.0790
C 4.122 1.165 -2.374 -0.3142
O 3.459 1.157 -1.178 -0.0890
H 3.642 -0.910 -2.647 0.0585
H 3.824 -0.074 -4.251 0.0815
H 2.407 0.021 -3.115 0.0368
H 4.047 2.089 -2.947 0.1092
H 5.182 0.933 -2.279 0.1020
H 3.980 0.728 -0.496 0.0510
C -0.423 2.489 4.303 -0.0693
C -1.623 2.779 3.357 -0.2646
O -1.645 4.203 3.161 -0.0972
H -0.227 1.447 4.557 0.0347
H -0.561 3.037 5.235 0.0788
H 0.522 2.810 3.864 0.0525
H -2.566 2.505 3.829 0.1065
H -1.553 2.376 2.346 0.0783
H -1.439 4.608 4.006 0.0699
C -6.107 1.110 -0.445 -0.1130
O -6.427 1.000 -1.801 -0.2145
C -7.645 0.319 -2.048 -0.2056
C -7.627 -0.037 -3.516 -0.1695
N -8.214 1.064 -4.376 -0.0628
C -9.638 1.205 -4.120 -0.2213
C -10.190 2.435 -4.814 -0.1894
O -11.530 2.683 -4.291 -0.2270
C -12.469 3.546 -4.929 -0.0886
H -6.677 1.796 0.183 0.0955
H -5.088 1.476 -0.324 0.0728
H -6.050 0.104 -0.029 0.0912
H -8.471 0.935 -1.694 0.1198
H -7.715 -0.551 -1.395 0.1227
H -8.038 -1.019 -3.751 0.1125
H -6.604 -0.141 -3.876 0.0918
H -7.876 0.966 -5.322 0.0982
H -9.898 1.350 -3.071 0.1105
H -10.130 0.257 -4.339 0.1231
H -10.251 2.249 -5.887 0.1133
H -9.567 3.324 -4.716 0.1217
H -12.678 3.004 -5.851 0.0830
H -11.985 4.487 -5.188 0.0813
H -13.329 3.686 -4.274 0.0909
C -3.220 2.395 -9.508 -0.1171
O -3.202 2.358 -8.089 -0.1753
C -3.476 0.951 -7.700 -0.1377
C -3.185 0.758 -6.153 -0.1024
N -4.052 1.467 -5.237 0.2136
C -3.818 1.270 -3.790 -0.0719
C -2.666 2.104 -3.087 -0.1556
O -2.729 3.549 -3.280 -0.1856
C -1.901 4.136 -2.327 -0.1140
H -2.204 2.152 -9.819 0.0892
H -3.311 3.431 -9.834 0.0959
H -3.892 1.711 -10.025 0.0920
H -2.855 0.337 -8.352 0.1205
H -4.461 0.562 -7.957 0.1174
H -2.117 0.834 -5.944 0.1145
H -3.345 -0.288 -5.892 0.1499
H -4.929 1.004 -5.427 0.1428
H -3.687 0.193 -3.687 0.1294
H -4.699 1.573 -3.225 0.1106
H -1.665 1.768 -3.354 0.0785
H -2.791 1.898 -2.024 0.1042
H -1.878 5.097 -2.841 0.1024
H -0.886 3.740 -2.355 0.0839
H -2.432 4.184 -1.376 0.1021
C 5.320 -1.109 4.389 -0.1022
O 5.056 -0.371 3.201 -0.1919
C 6.219 0.365 2.836 -0.2444
C 6.081 0.842 1.470 -0.2064
N 5.770 -0.139 0.411 -0.0257
C 7.015 -0.734 -0.024 -0.2002
C 6.839 -1.938 -0.925 -0.2594
O 6.714 -1.487 -2.205 -0.1846
C 6.148 -2.473 -3.046 -0.1040
H 5.897 -0.568 5.139 0.0928
H 5.906 -2.005 4.186 0.0929
H 4.371 -1.372 4.856 0.0589
H 7.048 -0.340 2.906 0.1193
H 6.401 1.220 3.486 0.1309
H 6.940 1.464 1.217 0.1373
H 5.302 1.604 1.509 0.1002
H 5.250 -0.891 0.840 0.1026
H 7.557 -1.048 0.869 0.1123
H 7.718 -0.080 -0.538 0.1336
H 5.928 -2.484 -0.682 0.1235
H 7.707 -2.595 -0.875 0.1304
H 6.652 -3.418 -2.843 0.0839
H 6.398 -2.103 -4.041 0.0999
H 5.108 -2.742 -2.867 0.0754
```

Summary:
Highest occupied orbital energy (spin up / spin down): -10.461 / -10.461 eV
HOMO-LUMO gap (spin up / spin down): 8.34 / 3.89 eV
E_LUMO (spin up / spin down): -2.125 / -6.566 eV
2S+1: 2
Largest force on an atom: 0.07703 Eh/bohr
Net charge: +1



| no. | E_tot (Ha) | molar mass (g mol⁻¹) |
| --- | --- | --- |
| 1 | -3408.2445 | 1016.45 |
| 2 | -3237.8874 | 983.47 |